1.
Density functional theory data (ωB97M-V with the def2-TZVPD basis set) for a gas-phase ion, C11H13N2O2 (charge +1) in a non-equilibrium geometry.

Cartesian coordinates (Å):
O (-1.622, 0.832, 0.232)
O (-3.553, -0.171, -0.345)
N (-0.187, -3.119, -0.505)
N (-1.618, -1.357, -0.730)
C (2.411, 0.993, -0.523)
C (1.390, 0.109, -0.921)
C (-2.689, 1.661, 0.832)
C (-4.000, 1.087, 0.256)
C (3.197, 0.430, 0.500)
C (0.870, -0.911, -0.163)
C (2.834, -0.770, 1.219)
C (1.698, -1.449, 0.878)
C (-2.208, -0.255, -0.268)
C (2.837, 2.172, -1.270)
C (-0.306, -1.766, -0.452)
H (2.275, 2.998, -0.912)
H (-2.300, -2.176, -0.853)
H (1.494, -2.466, 1.279)
H (0.664, -3.447, -0.096)
H (3.849, 2.399, -1.129)
H (-0.957, -3.666, -0.355)
H (3.557, -1.090, 1.927)
H (-4.814, 0.890, 0.946)
H (4.035, 0.873, 0.886)
H (-2.475, 1.598, 1.890)
H (-4.428, 1.784, -0.548)
H (-2.574, 2.721, 0.514)
H (2.621, 2.095, -2.289)

frontier orbital gap (spin up / spin down) = 8.74 / 6.17 eV
net charge = +1
HOMO (spin up / spin down) = -0.444 / -0.360 Ha
LUMO energy (spin up / spin down) = -3.338 / -3.615 eV

Atomic partial charges in e from the natural (NBO) method, atoms 1 to 4: O -0.4288; O -0.4503; N -0.7515; N -0.5237

***

2.
Density functional theory data (ωB97M-V with the def2-TZVPD basis set) for a molecular structure, C8H13BLaO6S in a non-equilibrium geometry.

Cartesian coordinates (Å):
La (5.432, 0.781, 0.518)
S (-0.143, -0.840, -2.222)
O (-2.266, -1.721, 1.688)
O (-2.015, 2.073, -2.956)
O (0.078, 2.892, -1.720)
O (3.600, 1.970, -0.066)
O (2.526, 4.290, -0.062)
O (-0.852, -2.268, 3.687)
C (-2.096, -0.063, -0.342)
C (-1.021, 1.930, -2.066)
C (1.087, 2.091, -0.974)
C (-0.836, 0.559, -1.186)
C (-1.311, -2.585, 2.446)
C (0.096, 1.209, 0.014)
C (-0.843, -4.001, 1.755)
C (-1.616, -1.494, 0.355)
B (2.405, 2.843, -0.339)
H (-1.858, -2.417, -0.354)
H (-2.486, 0.616, 0.533)
H (3.389, 1.086, -0.530)
H (-1.536, -4.252, 0.817)
H (1.279, -0.777, -2.066)
H (0.571, 0.501, 0.819)
H (-3.039, -0.334, -1.001)
H (1.566, 1.464, -1.870)
H (0.299, -3.893, 1.425)
H (1.640, 4.710, 0.159)
H (-0.609, 2.055, 0.465)
H (-0.994, -4.928, 2.491)
H (-0.449, -1.498, 0.586)

frontier orbital gap = 1.95 eV
net charge = +3
HOMO = -0.637 Ha
LUMO energy = -15.387 eV

Atomic partial charges in e from the Mulliken method, atoms 1 to 4: La 2.1813; S 0.0401; O -0.2943; O -0.4134

***

3.
Density functional theory data (ωB97M-V with the def2-TZVPD basis set) for a molecular structure, C24H15F4N10PPd in a non-equilibrium geometry.

Cartesian coordinates (Å):
Pd (0.090, 0.111, 0.642)
P (-2.737, -1.354, 0.509)
F (-3.866, 2.463, 4.870)
F (-1.324, 5.239, 7.662)
F (-1.771, 1.875, 3.497)
F (0.794, 4.741, 6.198)
N (-0.170, -1.434, 1.894)
N (-1.590, -2.592, -1.898)
N (3.146, 3.969, 4.621)
N (-1.768, -2.573, 2.872)
N (-0.322, -1.154, -0.787)
N (-3.767, 5.401, 9.412)
N (0.723, 1.398, 2.008)
N (-1.487, 1.219, -0.007)
N (-3.676, 1.239, -0.171)
N (-6.182, 3.222, 6.555)
C (2.109, 3.548, 4.335)
C (-0.310, 4.172, 5.869)
C (-3.226, 2.474, -0.502)
C (-2.604, 0.474, 0.152)
C (-0.613, -2.830, 3.533)
C (-5.073, 0.840, -0.205)
C (-5.155, 3.646, 6.864)
C (-3.877, 4.130, 7.193)
C (-1.497, -1.700, 1.868)
C (-2.721, 3.878, 6.372)
C (0.402, -1.608, -1.826)
C (-1.606, 2.733, 4.491)
C (-3.822, 4.840, 8.406)
C (-1.853, 2.464, -0.383)
C (-3.058, -3.148, 3.215)
C (-0.407, -2.519, -2.531)
C (-2.752, 3.032, 5.245)
C (0.815, 2.127, 2.900)
C (-0.346, 3.292, 4.760)
C (0.386, -2.103, 2.926)
C (0.862, 3.001, 3.992)
C (-1.525, -1.756, -0.821)
C (-2.725, -3.398, -2.318)
C (-1.462, 4.447, 6.660)
H (-2.471, -3.937, -3.228)
H (-5.310, 0.183, 0.630)
H (-5.313, 0.333, -1.141)
H (-3.858, -2.432, 3.037)
H (-3.594, -2.770, -2.524)
H (-0.180, -3.084, -3.422)
H (-3.873, 3.274, -0.824)
H (-1.153, 3.261, -0.564)
H (-3.245, -4.050, 2.631)
H (-3.065, -3.435, 4.265)
H (-3.003, -4.123, -1.552)
H (1.436, -2.067, 3.163)
H (-0.548, -3.512, 4.364)
H (-5.707, 1.723, -0.150)
H (1.413, -1.292, -2.036)

spin multiplicity = 5
frontier orbital gap (spin up / spin down) = 6.34 / 4.83 eV
net charge = +4
HOMO (spin up / spin down) = -0.695 / -0.759 Ha
LUMO energy (spin up / spin down) = -12.572 / -15.825 eV

Atomic partial charges in e from the natural (NBO) method, atoms 1 to 4: Pd 1.0330; P 0.8533; F -0.2053; F -0.1612